{"formula": "CHN4O2S", "method": "ωB97M-V with the def2-TZVPD basis set", "e_homo_ev": -4.7, "orbital_gap_ev": 8.50, "total_energy_ev": -21942.871, "total_charge": -1, "symbols": ["C", "N", "N", "N", "N", "O", "O", "S", "H"], "xyz": [[-0.1811, -0.5952, -2.1697], [-0.7770, -0.6511, -3.1266], [-1.4171, 2.5493, 1.0461], [-0.8153, 1.6144, 0.8596], [-0.2467, 0.6327, 0.5941], [0.1452, -1.8935, 0.9542], [2.0277, -0.3494, 1.6024], [0.5737, -0.7364, 1.6914], [0.6906, -0.5708, -1.4515]], "forces_ev_per_angstrom": [[3.726, 0.012, 2.560], [-1.805, -0.072, -1.894], [-0.878, 1.726, 0.500], [-0.518, 0.437, 0.549], [1.467, -2.080, -1.688], [0.170, -0.836, -1.145], [-2.243, -0.840, -0.501], [2.043, 1.666, 2.300], [-1.961, -0.012, -0.680]]}

=====

{"formula": "CHNO2S", "method": "ωB97M-V with the def2-TZVPD basis set", "e_homo_ev": [-9.2, -9.6], "orbital_gap_ev": [6.85, 7.24], "total_energy_ev": -17464.504, "total_charge": 0, "symbols": ["C", "N", "O", "O", "S", "H"], "xyz": [[0.0763, 0.7942, -0.1735], [0.0848, -0.5225, -0.3561], [-0.5260, -1.3225, 0.3558], [0.6812, -0.7897, -1.4354], [0.6689, 2.2009, -0.4352], [-0.9852, -0.3605, 2.0444]], "forces_ev_per_angstrom": [[0.571, 2.196, -0.831], [0.071, -1.627, -0.869], [0.449, 0.065, -0.268], [-0.544, -0.121, 0.886], [-0.512, -0.774, 0.861], [-0.035, 0.261, 0.221]]}

=====

The records above give, respectively, energy above the lowest of the compared OMol25 structures with the same formula, charge and spin values of 29.22, 176.90 kcal/mol.